Record 1
{
  "formula": "C5H7NO",
  "method": "ωB97M-V/def2-TZVPD",
  "energy_ev": -8833.1349,
  "multiplicity": 1,
  "homo_energy_ha": -0.32705,
  "gap_ev": 8.8,
  "lumo_ha": -0.0051,
  "symbols": ["O", "N", "C", "C", "C", "C", "C", "H", "H", "H", "H", "H", "H", "H"],
  "positions_angstrom": [[-2.318, 2.027, 0.872], [-1.366, -0.090, 1.016], [-1.452, 1.258, 0.552], [0.310, 0.033, -0.421], [1.292, -0.423, -1.200], [-0.265, 1.430, -0.377], [-0.408, -0.876, 0.513], [1.833, -3.035, 0.846], [1.581, -1.468, -1.147], [1.202, -2.632, 0.858], [-0.598, 1.808, -1.347], [-2.053, -0.414, 1.687], [1.822, 0.214, -1.905], [0.420, 2.169, 0.055]],
  "nbo_charge": [-0.530, -0.626, 0.694, -0.168, -0.261, -0.574, 0.133, -0.046, 0.223, 0.023, 0.257, 0.417, 0.197, 0.259]
}

=====

Record 2
{
  "formula": "C5H7NO",
  "method": "ωB97M-V/def2-TZVPD",
  "energy_ev": -8834.6684,
  "multiplicity": 1,
  "smiles": "Cn1cccc1O",
  "homo_energy_ha": -0.28273,
  "gap_ev": 8.5,
  "lumo_ha": 0.0293,
  "symbols": ["O", "N", "C", "C", "C", "C", "C", "H", "H", "H", "H", "H", "H", "H"],
  "positions_angstrom": [[0.105, 2.123, 0.214], [-0.448, -0.123, 0.142], [1.712, 0.238, -0.336], [-1.822, 0.094, 0.522], [1.435, -1.156, -0.373], [0.497, 0.839, -0.002], [0.124, -1.359, -0.131], [-1.879, 0.479, 1.541], [-2.353, -0.859, 0.463], [-2.290, 0.809, -0.160], [-0.456, -2.262, -0.104], [0.881, 2.684, 0.088], [2.297, 0.362, -1.212], [2.198, -1.867, -0.653]],
  "nbo_charge": [-0.670, -0.350, -0.486, -0.401, -0.249, 0.472, -0.104, 0.209, 0.213, 0.211, 0.208, 0.497, 0.235, 0.216]
}

=====

Record 3
{
  "formula": "C5H7NO",
  "method": "ωB97M-V/def2-TZVPD",
  "energy_ev": -8832.4892,
  "multiplicity": 1,
  "smiles": "[H]/N=C\\[C@]1(C)CC1=O",
  "homo_energy_ha": -0.34946,
  "gap_ev": 10.1,
  "lumo_ha": 0.0204,
  "symbols": ["O", "N", "C", "C", "C", "C", "C", "H", "H", "H", "H", "H", "H", "H"],
  "positions_angstrom": [[1.534, -2.005, -0.964], [-1.019, 1.446, 1.297], [0.396, 0.054, -0.114], [0.962, -1.304, -0.166], [-0.089, -1.428, 0.804], [0.005, 0.743, -1.463], [0.090, 0.848, 1.118], [-1.059, -1.895, 0.678], [-0.810, 0.259, -2.006], [-0.282, 1.795, -1.294], [0.211, -1.332, 1.862], [-1.587, 1.380, 0.444], [0.871, 0.752, -2.146], [0.777, 0.688, 1.949]],
  "nbo_charge": [-0.509, -0.628, -0.159, 0.513, -0.398, -0.632, 0.129, 0.236, 0.229, 0.230, 0.243, 0.323, 0.245, 0.180]
}

=====

Record 4
{
  "formula": "C5H7NO",
  "method": "ωB97M-V/def2-TZVPD",
  "energy_ev": -8834.9594,
  "multiplicity": 1,
  "smiles": "C/C=C(\\C#N)CO",
  "homo_energy_ha": -0.37274,
  "gap_ev": 10.6,
  "lumo_ha": 0.0185,
  "symbols": ["O", "N", "C", "C", "C", "C", "C", "H", "H", "H", "H", "H", "H", "H"],
  "positions_angstrom": [[2.366, -0.055, -0.814], [-0.964, 2.125, -1.665], [0.202, 0.509, 0.003], [-0.461, 1.383, -0.931], [-0.440, -0.529, 0.551], [-1.849, -0.949, 0.283], [1.693, 0.690, 0.178], [0.123, -1.128, 1.266], [-2.522, -0.629, 1.087], [-2.214, -0.531, -0.658], [2.002, -0.945, -0.766], [1.992, 1.733, 0.053], [-1.908, -2.040, 0.225], [1.980, 0.366, 1.189]],
  "nbo_charge": [-0.693, -0.303, -0.181, 0.257, -0.079, -0.663, -0.073, 0.202, 0.236, 0.234, 0.464, 0.201, 0.227, 0.170]
}

=====

Record 5
{
  "formula": "C5H7NO",
  "method": "ωB97M-V/def2-TZVPD",
  "energy_ev": -8833.4574,
  "multiplicity": 1,
  "homo_energy_ha": -0.36806,
  "gap_ev": 11.0,
  "lumo_ha": 0.0352,
  "symbols": ["O", "N", "C", "C", "C", "C", "C", "H", "H", "H", "H", "H", "H", "H"],
  "positions_angstrom": [[0.836, -1.164, 0.437], [2.645, 0.021, -0.484], [-0.136, -0.649, -0.519], [-1.485, -0.458, 0.142], [-0.923, 0.850, 0.774], [1.527, -0.002, 0.098], [0.309, 0.809, -0.181], [-0.692, 0.776, 1.837], [2.965, -0.951, -0.530], [-2.278, -0.268, -0.587], [-1.785, -1.259, 0.823], [0.418, 1.601, -0.919], [0.156, -1.033, -1.500], [-1.556, 1.726, 0.608]],
  "nbo_charge": [-0.525, -0.682, 0.096, -0.418, -0.393, 0.545, -0.290, 0.225, 0.350, 0.216, 0.225, 0.232, 0.202, 0.218]
}

=====

Record 6
{
  "formula": "C5H7NO",
  "method": "ωB97M-V/def2-TZVPD",
  "energy_ev": -8833.4971,
  "multiplicity": 1,
  "smiles": "O=C[C@H]1[C@H]2CCN21",
  "homo_energy_ha": -0.34859,
  "gap_ev": 10.3,
  "lumo_ha": 0.0300,
  "symbols": ["O", "N", "C", "C", "C", "C", "C", "H", "H", "H", "H", "H", "H", "H"],
  "positions_angstrom": [[-1.884, -1.071, 0.278], [0.787, 0.088, -0.993], [0.984, -0.998, 0.024], [0.720, -0.031, 1.197], [-1.806, -0.161, -0.518], [0.470, 1.014, 0.120], [-0.585, 0.625, -0.855], [2.019, -1.340, -0.042], [0.833, 2.040, 0.133], [0.305, -1.845, -0.082], [-2.708, 0.166, -1.077], [1.616, 0.189, 1.781], [-0.770, 1.361, -1.635], [-0.112, -0.265, 1.863]],
  "nbo_charge": [-0.527, -0.343, -0.233, -0.440, 0.418, -0.049, -0.235, 0.203, 0.209, 0.214, 0.115, 0.216, 0.222, 0.230]
}

=====

Record 7
{
  "formula": "C5H7NO",
  "method": "ωB97M-V/def2-TZVPD",
  "energy_ev": -8831.6855,
  "multiplicity": 1,
  "smiles": "Cc1cccn1O",
  "homo_energy_ha": -0.28820,
  "gap_ev": 8.3,
  "lumo_ha": 0.0167,
  "symbols": ["O", "N", "C", "C", "C", "C", "C", "H", "H", "H", "H", "H", "H", "H"],
  "positions_angstrom": [[1.946, -0.304, -0.314], [0.679, -0.638, 0.007], [-1.123, -1.270, 0.805], [0.190, -1.568, 0.864], [0.100, 1.617, -0.944], [-1.452, -0.190, 0.175], [-0.235, 0.295, -0.445], [2.534, -0.107, 0.618], [-2.440, 0.119, -0.006], [0.618, 2.353, -0.417], [-1.933, -1.877, 1.461], [-0.725, 2.253, -1.483], [0.792, -2.306, 1.415], [1.049, 1.623, -1.735]],
  "nbo_charge": [-0.523, -0.011, -0.257, -0.146, -0.663, -0.302, 0.093, 0.463, 0.221, 0.227, 0.206, 0.238, 0.231, 0.223]
}

=====

Record 8
{
  "formula": "C5H7NO",
  "method": "ωB97M-V/def2-TZVPD",
  "energy_ev": -8832.9914,
  "multiplicity": 1,
  "smiles": "[H]/N=C1\\OC[C@H]2C[C@@H]12",
  "homo_energy_ha": -0.35237,
  "gap_ev": 10.5,
  "lumo_ha": 0.0334,
  "symbols": ["O", "N", "C", "C", "C", "C", "C", "H", "H", "H", "H", "H", "H", "H"],
  "positions_angstrom": [[1.445, 0.322, -0.335], [1.821, -1.838, 0.548], [-0.412, -0.742, 0.645], [-1.339, -0.488, -0.514], [1.052, -0.859, 0.292], [0.394, 1.355, -0.315], [-0.836, 0.719, 0.230], [0.854, 2.150, 0.248], [-0.175, 2.186, -1.167], [-1.030, -0.666, -1.543], [-2.368, -0.790, -0.313], [-1.468, 1.640, 0.428], [2.798, -1.645, 0.302], [-0.736, -1.344, 1.492]],
  "nbo_charge": [-0.520, -0.687, -0.290, -0.406, 0.567, -0.049, -0.280, 0.189, 0.174, 0.216, 0.226, 0.249, 0.357, 0.252]
}

=====

Record 9
{
  "formula": "C5H7NO",
  "method": "ωB97M-V/def2-TZVPD",
  "energy_ev": -8831.9900,
  "multiplicity": 1,
  "homo_energy_ha": -0.32129,
  "gap_ev": 9.2,
  "lumo_ha": 0.0164,
  "symbols": ["O", "N", "C", "C", "C", "C", "C", "H", "H", "H", "H", "H", "H", "H"],
  "positions_angstrom": [[1.383, 0.645, 0.846], [0.755, -1.437, -0.034], [-0.347, -0.776, -0.724], [0.686, 1.354, -0.213], [1.500, -0.686, 0.661], [-1.537, -0.381, 0.217], [-0.230, 0.635, -1.114], [-2.391, -1.034, 0.050], [-0.705, -1.436, -1.516], [2.348, -1.093, 1.214], [-1.890, 0.637, -0.020], [1.445, 1.771, -0.891], [0.195, 2.206, 0.268], [-1.211, -0.405, 1.257]],
  "nbo_charge": [-0.518, -0.485, -0.227, -0.272, 0.398, -0.603, 0.104, 0.246, 0.217, 0.173, 0.251, 0.245, 0.240, 0.231]
}

=====

Record 10
{
  "formula": "C5H7NO",
  "method": "ωB97M-V/def2-TZVPD",
  "energy_ev": -8831.7438,
  "multiplicity": 1,
  "homo_energy_ha": -0.33441,
  "gap_ev": 9.7,
  "lumo_ha": 0.0235,
  "symbols": ["O", "N", "C", "C", "C", "C", "C", "H", "H", "H", "H", "H", "H", "H"],
  "positions_angstrom": [[1.729, 1.803, -0.550], [-1.346, -0.411, 0.664], [1.471, 0.663, -0.870], [-0.971, -0.536, -0.792], [0.014, -1.077, 0.922], [-0.461, 0.905, 0.689], [0.354, -0.033, -0.156], [0.389, -0.907, 1.934], [-0.980, -1.574, -1.161], [1.931, 0.229, -1.771], [-1.577, 0.104, -1.436], [-0.203, 1.073, 1.734], [0.088, -2.126, 0.625], [-0.439, 1.886, 0.169]],
  "nbo_charge": [-0.509, -0.343, 0.430, -0.229, -0.207, -0.249, -0.215, 0.200, 0.188, 0.123, 0.199, 0.190, 0.195, 0.226]
}

=====

Record 11
{
  "formula": "C5H7NO",
  "method": "ωB97M-V/def2-TZVPD",
  "energy_ev": -8833.3820,
  "multiplicity": 1,
  "smiles": "Cc1cc(N)co1",
  "homo_energy_ha": -0.29535,
  "gap_ev": 9.1,
  "lumo_ha": 0.0390,
  "symbols": ["O", "N", "C", "C", "C", "C", "C", "H", "H", "H", "H", "H", "H", "H"],
  "positions_angstrom": [[0.513, 1.219, 0.423], [-2.571, -0.565, -0.073], [-1.293, -0.013, 0.033], [2.422, -0.155, -0.005], [0.940, 0.051, -0.073], [-0.136, -0.751, -0.433], [-0.874, 1.211, 0.399], [-2.498, -1.574, -0.135], [-1.365, 2.163, 0.497], [2.950, 0.509, -0.694], [-0.452, -0.657, -1.470], [2.782, 0.083, 1.007], [2.701, -1.190, -0.216], [-3.119, -0.330, 0.741]],
  "nbo_charge": [-0.411, -0.807, 0.129, -0.671, 0.413, -0.545, -0.044, 0.379, 0.205, 0.231, 0.267, 0.239, 0.237, 0.378]
}

=====

Record 12
{
  "formula": "C5H7NO",
  "method": "ωB97M-V/def2-TZVPD",
  "energy_ev": -8833.5490,
  "multiplicity": 1,
  "homo_energy_ha": -0.34505,
  "gap_ev": 10.2,
  "lumo_ha": 0.0286,
  "symbols": ["O", "N", "C", "C", "C", "C", "C", "H", "H", "H", "H", "H", "H", "H"],
  "positions_angstrom": [[1.556, 0.356, -0.401], [1.612, -1.889, 0.543], [0.247, 1.565, -0.278], [-1.274, -0.407, -0.556], [-0.321, -0.615, 0.561], [1.113, -0.757, 0.223], [-0.876, 0.776, 0.268], [2.545, -2.119, 0.222], [-2.267, -0.814, -0.432], [-0.625, -1.128, 1.457], [0.354, 2.535, 0.264], [-0.876, -0.406, -1.568], [-1.538, 1.192, 1.029], [0.351, 1.714, -1.331]],
  "nbo_charge": [-0.553, -0.724, -0.021, -0.388, -0.258, 0.562, -0.319, 0.350, 0.229, 0.244, 0.212, 0.223, 0.241, 0.202]
}